(1)
Below is C44H58N4O5 in the gas phase, with properties calculated with ωB97M-V with the def2-TZVPD basis set.

Calculated values
Energy above the lowest of the compared OMol25 structures with the same formula, charge and spin = 22.0 kJ/mol
Electronic energy = -2306.8079 a.u.
Net charge = 0
HOMO level = -0.3149 Ha
E_LUMO = 0.0177 Ha
Multiplicity = 1
HOMO-LUMO gap = 9.0 eV

XYZ file:
```
111
C44H58N4O5, DFT ωB97M-V with the def2-TZVPD basis set
C 0.051 -0.315 3.115
H 0.232 -0.686 2.108
C -1.437 -0.071 3.342
C -2.080 0.811 2.271
C -1.521 2.231 2.227
C -2.216 3.053 1.144
H -3.264 3.199 1.408
H -2.176 2.496 0.207
C -1.544 4.419 0.967
N -2.066 5.167 -0.159
C -1.699 4.923 -1.439
O -2.320 5.401 -2.383
C -0.476 4.056 -1.661
C -0.118 3.985 -3.144
C 1.196 3.246 -3.405
C 1.268 1.840 -2.807
H 1.159 1.895 -1.723
C 0.182 0.913 -3.356
N 0.138 -0.348 -2.631
C 0.869 -1.455 -3.000
C 0.851 -2.587 -2.249
C 1.657 -3.778 -2.519
O 2.496 -3.923 -3.383
O 1.359 -4.753 -1.636
C 2.193 -5.909 -1.613
C 3.145 -5.832 -0.448
C 4.060 -4.789 -0.375
C 4.931 -4.696 0.696
C 4.904 -5.650 1.698
C 3.994 -6.690 1.631
C 3.112 -6.777 0.568
H 2.400 -7.588 0.521
H 3.969 -7.439 2.410
H 5.588 -5.579 2.531
H 5.637 -3.881 0.745
H 4.091 -4.053 -1.164
H 1.528 -6.771 -1.521
H 2.744 -5.963 -2.560
C 0.032 -2.678 -0.982
N -0.791 -1.494 -0.831
C -0.666 -0.333 -1.495
O -1.269 0.670 -1.156
H -1.354 -1.448 0.007
C 0.916 -2.836 0.241
C 2.054 -2.054 0.392
C 2.833 -2.161 1.527
C 2.493 -3.049 2.545
C 1.355 -3.835 2.384
C 0.576 -3.727 1.249
H -0.305 -4.342 1.140
H 1.063 -4.520 3.166
C 3.306 -3.143 3.765
C 3.524 -4.372 4.384
C 4.295 -4.458 5.528
C 4.853 -3.317 6.080
C 4.632 -2.089 5.481
C 3.868 -2.002 4.333
H 3.682 -1.037 3.884
H 5.057 -1.194 5.913
H 5.454 -3.385 6.974
H 4.462 -5.420 5.991
H 3.103 -5.266 3.950
H 3.725 -1.559 1.619
H 2.331 -1.360 -0.389
H -0.638 -3.549 -1.041
C 1.647 -1.343 -4.271
H 2.245 -2.235 -4.415
H 2.305 -0.478 -4.251
H 0.966 -1.242 -5.116
H 0.323 0.732 -4.420
H -0.791 1.382 -3.209
H 2.256 1.421 -3.014
H 2.019 3.832 -2.990
H 1.351 3.184 -4.485
H -0.937 3.513 -3.686
H -0.030 5.001 -3.534
H -0.692 3.056 -1.283
H 0.367 4.469 -1.101
C -3.228 6.038 0.045
C -3.149 6.881 1.310
H -3.857 7.701 1.224
H -2.152 7.294 1.443
H -3.432 6.292 2.179
H -3.255 6.694 -0.832
C -4.502 5.168 0.039
O -5.103 4.863 1.050
N -4.848 4.785 -1.201
H -4.226 5.033 -1.962
C -5.854 3.780 -1.457
H -6.455 3.696 -0.548
C -5.230 2.425 -1.801
C -4.479 2.440 -3.132
C -3.849 1.083 -3.421
H -3.318 1.100 -4.371
H -3.149 0.823 -2.631
H -4.612 0.309 -3.469
H -5.171 2.704 -3.936
H -3.695 3.199 -3.105
H -6.024 1.677 -1.843
H -4.542 2.141 -1.002
H -6.492 4.120 -2.279
H -1.692 5.010 1.870
H -0.468 4.283 0.838
H -1.647 2.711 3.200
H -0.453 2.191 2.006
H -3.155 0.863 2.456
H -1.934 0.361 1.287
H -1.581 0.391 4.322
H -1.954 -1.034 3.355
H 0.427 -1.055 3.819
H 0.621 0.600 3.252
```

Here are the Löwdin charges for atoms 1 to 2, given in e: number 1, C, carries -0.10; number 2, H, carries 0.06



(2)
Below is 20 unconnected molecules or ions with the total composition C22H24BCl57N4O3, with properties calculated with ωB97M-V with the def2-TZVPD basis set.

Calculated values
Electronic energy = -27553.2261 a.u.
Net charge = 0
HOMO level = -0.3463 Ha
E_LUMO = -0.0286 Ha
Multiplicity = 1
HOMO-LUMO gap = 8.6 eV

XYZ file:
```
111
C22H24BCl57N4O3, DFT ωB97M-V with the def2-TZVPD basis set
C 1.934 0.342 2.135
C 0.580 0.940 2.068
N -0.369 0.230 1.475
N -1.588 0.735 1.440
C -1.764 1.912 2.025
O -3.000 2.429 2.042
B -4.067 1.498 2.036
O -4.176 0.644 3.074
O -5.000 1.565 1.022
N -0.815 2.652 2.587
N 0.402 2.153 2.603
H 2.524 0.855 2.879
H 2.412 0.422 1.168
H 1.844 -0.703 2.400
H -5.104 0.405 3.235
H -4.736 0.961 0.314
C -1.103 -0.271 -2.467
Cl -2.499 -0.089 -1.388
Cl -0.318 -1.829 -2.258
Cl -1.581 -0.042 -4.148
H -0.389 0.503 -2.217
C 4.034 -1.951 -1.510
Cl 2.964 -3.233 -2.083
Cl 3.205 -0.396 -1.482
Cl 4.669 -2.342 0.086
H 4.868 -1.868 -2.197
C 5.393 2.175 0.415
Cl 6.504 3.533 0.251
Cl 5.284 1.652 2.092
Cl 3.805 2.586 -0.242
H 5.781 1.346 -0.164
C 6.197 -0.123 6.121
Cl 5.052 0.478 4.916
Cl 7.826 0.441 5.764
Cl 5.699 0.364 7.741
H 6.194 -1.203 6.075
C -1.657 -1.437 4.575
Cl -2.127 -3.122 4.358
Cl -2.478 -0.723 5.957
Cl 0.096 -1.291 4.749
H -1.957 -0.890 3.690
C 8.647 -2.724 -0.254
Cl 7.563 -3.985 -0.849
Cl 7.832 -1.154 -0.204
Cl 9.276 -3.155 1.331
H 9.480 -2.645 -0.939
C 5.862 -7.025 -3.084
Cl 4.826 -8.310 -3.714
Cl 4.988 -5.495 -3.007
Cl 6.501 -7.461 -1.499
H 6.695 -6.910 -3.764
C -6.104 -0.193 -4.511
Cl -5.015 -0.135 -3.129
Cl -6.532 1.464 -4.945
Cl -5.350 -1.024 -5.871
H -7.003 -0.730 -4.239
C -8.170 -1.329 4.377
Cl -7.202 0.084 3.919
Cl -9.779 -1.230 3.678
Cl -7.359 -2.817 3.897
H -8.266 -1.327 5.454
C 2.793 3.627 6.494
Cl 2.327 3.750 8.193
Cl 1.376 3.419 5.467
Cl 3.719 5.047 6.002
H 3.423 2.758 6.382
C -6.690 2.369 -8.759
Cl -7.004 0.775 -9.448
Cl -5.138 3.000 -9.303
Cl -7.996 3.490 -9.148
H -6.647 2.262 -7.683
C -4.845 5.308 -5.718
Cl -3.942 4.910 -4.253
Cl -3.858 5.008 -7.144
Cl -6.365 4.398 -5.818
H -5.098 6.359 -5.690
C 11.432 -6.588 1.409
Cl 11.009 -6.511 3.119
Cl 9.983 -6.719 0.412
Cl 12.396 -5.186 0.940
H 12.031 -7.474 1.250
C 1.696 -7.905 -1.437
Cl 0.573 -9.163 -1.954
Cl 1.014 -6.302 -1.708
Cl 2.147 -8.118 0.254
H 2.593 -7.990 -2.035
C -0.264 4.711 -3.514
Cl 0.592 6.198 -3.116
Cl 0.053 4.228 -5.179
Cl 0.187 3.421 -2.391
H -1.324 4.898 -3.415
C -13.428 -2.750 4.627
Cl -13.606 -2.040 6.232
Cl -13.435 -1.496 3.384
Cl -11.960 -3.719 4.528
H -14.274 -3.400 4.452
C -7.541 4.987 -1.117
Cl -6.744 6.462 -0.562
Cl -7.109 4.640 -2.793
Cl -7.125 3.621 -0.085
H -8.610 5.143 -1.066
C 1.879 6.336 2.678
Cl 2.697 7.877 2.399
Cl 0.321 6.295 1.852
Cl 2.888 4.988 2.171
H 1.700 6.238 3.741
C 6.280 -0.909 -4.971
Cl 5.098 -2.145 -5.404
Cl 5.630 0.706 -5.228
Cl 6.789 -1.114 -3.289
H 7.150 -1.032 -5.601
```

Here are the Löwdin charges for atoms 1 to 2, given in e: number 1, C, carries -0.06; number 2, C, carries -0.40



(3)
Below is a molecular structure, CHFO2Yb, with properties calculated with ωB97M-V with the def2-TZVPD basis set.

Calculated values
Energy above the lowest of the compared OMol25 structures with the same formula, charge and spin = 139.9 kJ/mol
Electronic energy = -1446.7900 a.u.
Net charge = +2
HOMO level (spin up / spin down) = -0.7277 / -0.7277 Ha
E_LUMO (spin up / spin down) = -0.4323 / -0.4322 Ha
Multiplicity = 1
HOMO-LUMO gap (spin up / spin down) = 8.0 / 8.0 eV

XYZ file:
```
6
CHFO2Yb, DFT ωB97M-V with the def2-TZVPD basis set
F -1.932 1.642 0.365
O -0.104 1.603 -0.373
Yb 1.840 1.487 0.773
O -0.808 -0.015 -0.524
C -1.963 0.118 -0.225
H -2.759 -0.596 0.014
```

Here are the Löwdin charges for atoms 1 to 2, given in e: number 1, F, carries -0.10; number 2, O, carries -0.23



(4)
Below is a molecular structure, C40H26FInN6O7S2Se3Te, with properties calculated with ωB97M-V with the def2-TZVPD basis set.

Calculated values
Energy above the lowest of the compared OMol25 structures with the same formula, charge and spin = 0.0 kJ/mol
Electronic energy = -10954.0934 a.u.
Net charge = -2
HOMO level = -0.0974 Ha
E_LUMO = 0.1240 Ha
Multiplicity = 1
HOMO-LUMO gap = 6.0 eV

XYZ file:
```
87
C40H26FInN6O7S2Se3Te, DFT ωB97M-V with the def2-TZVPD basis set
In 2.003 -1.237 0.726
O 3.732 2.898 0.570
C 2.833 3.533 1.347
C 2.894 4.951 1.363
C 2.021 5.663 2.177
C 1.188 4.995 3.065
C 1.116 3.633 3.027
C 1.884 2.840 2.145
C 1.670 1.381 2.053
O 2.550 0.744 1.354
N 0.642 0.799 2.645
N 0.716 -0.554 2.477
C -0.081 -1.306 3.127
C -0.248 -2.731 2.985
C -1.316 -3.334 3.681
C -1.522 -4.701 3.619
C -0.721 -5.494 2.778
C 0.376 -5.003 2.112
C 0.625 -3.610 2.223
O 1.697 -3.114 1.666
H 3.461 1.974 0.468
H 3.606 5.540 0.794
H 2.066 6.777 2.175
H 0.531 5.497 3.742
H 0.374 3.079 3.612
H -0.683 -0.883 3.906
H -1.933 -2.742 4.287
H -2.367 -5.074 4.186
H -0.944 -6.586 2.632
H 1.140 -5.543 1.505
S 5.621 2.844 -5.566
C 7.090 1.912 -5.870
C 6.996 0.709 -5.257
C 5.790 0.540 -4.554
C 4.956 1.586 -4.636
C 3.651 1.747 -3.964
C 3.477 1.248 -2.637
N 2.370 1.350 -1.925
C 1.324 1.964 -2.470
C 1.336 2.396 -3.815
C 0.112 2.867 -4.408
C -1.048 2.859 -3.716
C -1.078 2.512 -2.326
C -2.236 2.611 -1.594
C -2.253 2.378 -0.252
C -1.002 1.942 0.304
N 0.136 1.840 -0.355
C 0.080 2.136 -1.705
C -3.415 2.615 0.590
C -4.724 2.934 0.269
C -5.539 3.191 1.359
C -4.833 3.192 2.562
S -3.213 2.784 2.288
C 2.539 2.313 -4.561
H 7.958 2.261 -6.437
H 7.772 -0.044 -5.276
H 5.611 -0.356 -3.970
H 4.372 0.873 -2.140
H 0.076 3.187 -5.452
H -1.939 3.201 -4.202
H -3.159 2.934 -2.102
H -0.945 1.558 1.317
H -5.083 2.831 -0.735
H -6.566 3.477 1.335
H -5.222 3.508 3.536
H 2.518 2.394 -5.656
Se 0.999 -1.907 -1.531
Se 2.880 -2.297 -2.839
Te 4.390 -3.396 -1.118
Se 4.635 -1.461 0.434
F -5.283 -4.607 3.632
C -4.689 -4.785 2.421
C -3.930 -3.909 1.750
N -3.393 -4.165 0.556
C -2.464 -3.143 -0.103
C -2.503 -1.704 0.441
O -3.658 -1.343 0.880
O -1.426 -1.100 0.428
C -3.571 -5.357 -0.082
O -3.052 -5.579 -1.167
N -4.438 -6.196 0.584
C -5.054 -6.022 1.820
O -5.814 -6.834 2.294
H -3.717 -2.908 2.138
H -2.670 -3.312 -1.172
H -1.443 -3.554 0.063
H -4.632 -7.107 0.140
```

Here are the Löwdin charges for atoms 1 to 2, given in e: number 1, In, carries 0.23; number 2, O, carries 0.05



(5)
Below is a molecular structure, C39H43BN5O6STa, with properties calculated with ωB97M-V with the def2-TZVPD basis set.

Calculated values
Energy above the lowest of the compared OMol25 structures with the same formula, charge and spin = 0.0 kJ/mol
Electronic energy = -2717.3908 a.u.
Net charge = 0
HOMO level = -0.3012 Ha
E_LUMO = -0.0363 Ha
Multiplicity = 1
HOMO-LUMO gap = 7.2 eV

XYZ file:
```
96
C39H43BN5O6STa, DFT ωB97M-V with the def2-TZVPD basis set
Ta 0.764 0.940 0.934
N -0.113 5.491 0.425
C -0.002 4.211 0.864
S 0.492 3.060 -0.340
N -0.243 3.953 2.102
N -0.124 2.587 2.393
C -0.488 2.370 3.614
C -0.460 1.111 4.332
C -0.632 1.077 5.717
C -0.504 -0.120 6.398
C -0.189 -1.287 5.699
C -0.029 -1.277 4.321
C -0.196 -0.072 3.665
O -0.103 0.021 2.316
H 0.223 5.736 -0.486
H -0.227 6.214 1.116
H -0.806 3.246 4.175
H -0.844 1.996 6.245
H -0.627 -0.148 7.470
H -0.058 -2.218 6.233
H 0.231 -2.165 3.768
O 7.026 0.636 1.319
C 5.846 0.842 1.299
C 4.965 1.058 0.025
O 5.361 1.280 -1.091
C 3.632 0.955 0.580
C 3.533 0.846 1.927
O 2.350 0.747 2.454
C 4.892 0.852 2.542
O 5.216 0.891 3.699
O 2.418 0.959 -0.005
C -3.611 1.858 -2.609
C -2.849 1.852 -1.283
C -2.825 3.259 -0.685
C -3.443 0.836 -0.326
C -4.653 1.119 0.306
C -5.244 0.208 1.159
C -4.635 -1.019 1.366
C -3.449 -1.364 0.725
C -2.960 -2.788 0.940
C -3.430 -3.756 -0.153
C -1.471 -2.946 1.188
C -2.853 -0.402 -0.098
N -1.662 -0.725 -0.821
B -0.270 -0.391 -0.624
N 0.417 -1.093 -1.676
C -0.528 -1.748 -2.461
C -1.757 -1.531 -1.955
C 1.784 -1.009 -2.113
C 2.786 -1.790 -1.520
C 4.083 -1.647 -2.007
C 4.378 -0.779 -3.045
C 3.367 -0.028 -3.612
C 2.060 -0.115 -3.142
C 0.989 0.769 -3.747
C 0.639 0.334 -5.169
C 1.416 2.238 -3.720
C 2.584 -2.777 -0.381
C 2.228 -2.104 0.945
C 1.647 -3.934 -0.718
H -3.096 2.480 -3.340
H -4.617 2.259 -2.475
H -3.703 0.857 -3.028
H -1.822 1.550 -1.503
H -3.834 3.656 -0.599
H -2.262 3.940 -1.321
H -2.377 3.277 0.309
H -5.131 2.070 0.125
H -6.175 0.445 1.654
H -5.100 -1.746 2.019
H -3.466 -3.100 1.860
H -2.771 -3.728 -1.020
H -4.444 -3.529 -0.483
H -3.423 -4.776 0.231
H -0.895 -2.788 0.277
H -1.259 -3.956 1.541
H -1.120 -2.240 1.936
H -0.240 -2.317 -3.326
H -2.710 -1.873 -2.318
H 4.874 -2.231 -1.554
H 5.396 -0.674 -3.391
H 3.601 0.666 -4.406
H 0.083 0.669 -3.140
H 1.494 0.458 -5.834
H -0.180 0.936 -5.561
H 0.339 -0.712 -5.207
H 2.258 2.416 -4.387
H 1.723 2.552 -2.722
H 0.597 2.878 -4.048
H 3.574 -3.224 -0.234
H 1.221 -1.696 0.919
H 2.931 -1.305 1.186
H 2.249 -2.821 1.768
H 0.610 -3.619 -0.809
H 1.697 -4.689 0.065
H 1.937 -4.404 -1.657
```

Here are the Löwdin charges for atoms 1 to 2, given in e: number 1, Ta, carries 1.68; number 2, N, carries 0.09



(6)
Below is 2 unconnected molecules or ions with the total composition C3H6NO2S, with properties calculated with ωB97M-V with the def2-TZVPD basis set.

Calculated values
Energy above the lowest of the compared OMol25 structures with the same formula, charge and spin = 322.2 kJ/mol
Electronic energy = -721.2859 a.u.
Net charge = -1
HOMO level = -0.1140 Ha
E_LUMO = 0.1401 Ha
Multiplicity = 1
HOMO-LUMO gap = 6.9 eV

XYZ file:
```
13
C3H6NO2S, DFT ωB97M-V with the def2-TZVPD basis set
C -0.936 -0.802 0.195
C 1.173 2.103 -1.218
C 0.651 -2.669 0.534
N -0.185 -1.698 0.439
O -3.265 -0.714 1.333
O -2.124 1.451 0.994
S -2.020 0.071 1.525
H 1.435 3.076 -0.820
H 1.304 2.098 -2.293
H 0.144 1.882 -0.964
H 1.704 -2.464 0.595
H 1.811 1.351 -0.770
H 0.306 -3.686 0.452
```

Here are the Löwdin charges for atoms 1 to 2, given in e: number 1, C, carries -0.17; number 2, C, carries -0.04



(7)
Below is 2 unconnected molecules or ions with the total composition C4H10S2, with properties calculated with ωB97M-V with the def2-TZVPD basis set.

Calculated values
Energy above the lowest of the compared OMol25 structures with the same formula, charge and spin = 170.7 kJ/mol
Electronic energy = -954.7186 a.u.
Net charge = 0
HOMO level = -0.3136 Ha
E_LUMO = 0.0118 Ha
Multiplicity = 1
HOMO-LUMO gap = 8.9 eV

XYZ file:
```
16
C4H10S2, DFT ωB97M-V with the def2-TZVPD basis set
C -1.139 1.799 1.354
C -0.163 1.733 2.251
C 1.336 1.590 1.994
H -2.150 2.175 1.478
H -0.982 1.743 0.280
H -0.392 1.885 3.304
H 1.660 0.705 2.522
H 1.496 1.582 0.915
H 1.685 2.575 2.310
C -1.329 -1.399 -2.266
S -0.137 -0.225 -1.531
S 0.742 -1.390 0.049
H -2.263 -1.561 -1.718
H -0.942 -2.413 -2.380
H -1.614 -1.004 -3.240
H 0.810 -2.575 -0.592
```

Here are the Löwdin charges for atoms 1 to 2, given in e: number 1, C, carries -0.04; number 2, C, carries -0.25



(8)
Below is 3 unconnected molecules or ions with the total composition C8H20N2, with properties calculated with ωB97M-V with the def2-TZVPD basis set.

Calculated values
Energy above the lowest of the compared OMol25 structures with the same formula, charge and spin = 449.7 kJ/mol
Electronic energy = -426.1526 a.u.
Net charge = 0
HOMO level (spin up / spin down) = -0.2576 / -0.2189 Ha
E_LUMO (spin up / spin down) = 0.0251 / -0.0045 Ha
Multiplicity = 1
HOMO-LUMO gap (spin up / spin down) = 7.7 / 5.8 eV

XYZ file:
```
30
C8H20N2, DFT ωB97M-V with the def2-TZVPD basis set
C -1.756 0.558 -0.022
C -1.209 -2.089 -1.058
C -1.499 1.519 -1.160
C -2.089 1.169 1.317
C -0.607 -1.262 0.052
N -0.606 -1.772 1.245
H -2.546 -0.135 -0.301
H -0.130 -1.162 1.911
H -1.359 -1.499 -1.965
H -0.544 -2.925 -1.290
H -2.167 -2.508 -0.746
H -2.398 2.096 -1.424
H -1.195 0.991 -2.069
H -0.723 2.250 -0.918
H -2.051 0.410 2.105
H -3.099 1.600 1.335
H -1.397 1.973 1.588
C 2.013 0.092 -0.049
C 2.640 -1.068 0.644
C 1.301 1.114 0.728
N 2.503 0.442 -1.275
H 0.376 -0.707 -0.307
H 2.935 -0.269 -1.845
H 2.045 1.186 -1.779
H 1.566 1.091 1.784
H 3.326 -0.734 1.428
H 3.191 -1.710 -0.046
H 1.861 -1.678 1.124
H 0.197 0.898 0.652
H 1.422 2.128 0.340
```

Here are the Löwdin charges for atoms 1 to 2, given in e: number 1, C, carries -0.30; number 2, C, carries -0.09